This record from OMol25 describes a cluster of 2 separate species, C4H12 in total in a non-equilibrium geometry. The level of theory is ωB97M-V with the def2-TZVPD basis set.

Summary:
E_HOMO (spin up / spin down), eV: 1.5 / -7.7
Kohn-Sham gap (spin up / spin down), eV: 2.76 / 12.09
⟨S²⟩: 0.75
Relative energy (zero: lowest compared OMol25 entry of this formula, charge and spin), eV: 0.391

```
! RIJCOSX wB97M-V def2-TZVPD def2/J DEFGRID3
* xyz -1 2
C -1.2506 -0.0496 -1.7478
C -2.1665 1.0845 -1.1534
H -1.2725 0.2026 -2.8163
H -0.2122 0.0682 -1.4474
H -1.6810 -1.0248 -1.5350
H -3.2202 0.7835 -1.2185
H -1.9371 1.2156 -0.1002
H -1.9998 1.9401 -1.8113
C 1.2734 -0.3009 0.8571
C 2.1784 -0.7420 2.0219
H 0.7449 0.6232 1.0845
H 1.7919 -0.2562 -0.1027
H 0.5207 -1.1124 0.8462
H 3.0901 -0.1217 2.0838
H 1.6641 -0.5257 2.9586
H 2.4108 -1.8085 2.0758
*
```


This record from OMol25 describes a cluster of 2 separate species, C4H12 in total in a non-equilibrium geometry. The level of theory is ωB97M-V with the def2-TZVPD basis set.

Summary:
E_HOMO, eV: -11.0
Kohn-Sham gap, eV: 12.15
Structure (SMILES): CC.CC
Relative energy (zero: lowest compared OMol25 entry of this formula, charge and spin), eV: 1.976

```
! RIJCOSX wB97M-V def2-TZVPD def2/J DEFGRID3
* xyz 0 1
C -1.7925 -1.0062 -0.3186
C -0.7373 -1.2279 0.8559
H -1.4459 -0.6143 -1.2471
H -2.1929 -2.0013 -0.7800
H -2.6191 -0.5722 0.1049
H -0.4638 -2.3777 0.7671
H -0.9182 -1.0099 1.7949
H 0.2798 -0.6462 0.8011
C 1.4399 1.2513 0.4700
C 0.9731 0.9921 -0.9250
H 2.2395 2.0282 0.2817
H 0.7934 1.8697 1.1001
H 1.8683 0.3560 1.0415
H 0.1398 0.2368 -0.8764
H 0.5868 1.8895 -1.4677
H 1.8492 0.8320 -1.6023
*
```


This record from OMol25 describes a cluster of 2 separate species, C4H12 in total. The level of theory is ωB97M-V with the def2-TZVPD basis set.

Summary:
E_HOMO, eV: -11.7
Kohn-Sham gap, eV: 12.86
Structure (SMILES): CC.CC
Relative energy (zero: lowest compared OMol25 entry of this formula, charge and spin), eV: 0.138

```
! RIJCOSX wB97M-V def2-TZVPD def2/J DEFGRID3
* xyz 0 1
C -0.4549 -1.4150 1.6895
C 0.0259 -0.0415 2.1865
H -1.4629 -1.6176 2.0448
H -0.5303 -1.5171 0.6097
H 0.2307 -2.2005 2.0167
H -0.7983 0.5192 2.6287
H 0.7392 -0.1828 3.0053
H 0.4817 0.5819 1.4119
C 0.2223 1.4423 -1.6942
C 0.1774 0.0084 -2.1581
H -0.2433 2.1297 -2.4218
H -0.3005 1.5866 -0.7579
H 1.2360 1.8262 -1.5774
H 0.6581 -0.6662 -1.4432
H 0.7046 -0.1118 -3.1043
H -0.8376 -0.3632 -2.2453
*
```


This record from OMol25 describes a cluster of 2 separate species, C4H12 in total. The level of theory is ωB97M-V with the def2-TZVPD basis set.

Summary:
E_HOMO, eV: -11.8
Kohn-Sham gap, eV: 12.90
Structure (SMILES): CC.CC
Relative energy (zero: lowest compared OMol25 entry of this formula, charge and spin), eV: 0.088

```
! RIJCOSX wB97M-V def2-TZVPD def2/J DEFGRID3
* xyz 0 1
C -1.7390 0.5193 1.2345
C -0.8573 1.0100 2.3660
H -2.8023 0.7050 1.3708
H -1.4762 0.9853 0.2752
H -1.5936 -0.5540 1.1159
H -0.7129 2.0937 2.4004
H -1.2662 0.6976 3.3249
H 0.1235 0.5420 2.2952
C 0.8089 -0.5749 -1.2350
C 1.7774 -0.9478 -2.3497
H -0.2231 -0.8246 -1.4947
H 1.0082 -1.0565 -0.2753
H 0.8388 0.5001 -1.0559
H 2.7958 -1.1214 -1.9890
H 1.8534 -0.1416 -3.0756
H 1.4646 -1.8322 -2.9077
*
```


This record from OMol25 describes a cluster of 2 separate species, C4H12 in total in a non-equilibrium geometry. The level of theory is ωB97M-V with the def2-TZVPD basis set.

Summary:
E_HOMO, eV: -11.3
Kohn-Sham gap, eV: 12.39
Structure (SMILES): CC.CC
Relative energy (zero: lowest compared OMol25 entry of this formula, charge and spin), eV: 0.570

```
! RIJCOSX wB97M-V def2-TZVPD def2/J DEFGRID3
* xyz 0 1
C -2.5252 1.5619 0.4416
C -2.2108 0.2314 -0.1622
H -3.3768 1.9645 -0.1201
H -2.7320 1.4297 1.4914
H -1.6644 2.2922 0.3930
H -1.3745 -0.2749 0.4315
H -2.0079 0.1362 -1.2520
H -3.0216 -0.5317 0.0715
C 2.0297 -1.5163 0.0434
C 2.6937 -0.1833 -0.3784
H 2.2017 -2.2239 -0.6994
H 2.2953 -1.7931 1.0144
H 0.9091 -1.4361 0.1560
H 2.9233 0.4259 0.4844
H 2.1321 0.3497 -1.1802
H 3.7282 -0.4322 -0.7349
*
```


This record from OMol25 describes a cluster of 2 separate species, C4H12 in total in a non-equilibrium geometry. The level of theory is ωB97M-V with the def2-TZVPD basis set.

Summary:
E_HOMO, eV: -11.2
Kohn-Sham gap, eV: 12.20
Structure (SMILES): CC.CC
Relative energy (zero: lowest compared OMol25 entry of this formula, charge and spin), eV: 1.314

```
! RIJCOSX wB97M-V def2-TZVPD def2/J DEFGRID3
* xyz 0 1
C -1.9041 -2.0516 1.0277
C -2.1760 -0.6620 1.6285
H -2.5623 -2.4425 0.3245
H -1.0854 -1.8912 0.2688
H -1.6632 -2.8661 1.6587
H -2.5971 -0.8199 2.7305
H -1.1509 -0.0989 1.8354
H -3.0381 -0.2187 1.1851
C 1.9248 0.6554 -1.4929
C 2.1927 2.0803 -1.2021
H 0.7717 0.6621 -1.6617
H 2.4786 0.2579 -2.3982
H 2.1489 0.0478 -0.5519
H 3.1096 2.3511 -0.7422
H 1.4457 2.4202 -0.4540
H 2.1050 2.5761 -2.1561
*
```


This record from OMol25 describes a cluster of 2 separate species, C4H12 in total in a non-equilibrium geometry. The level of theory is ωB97M-V with the def2-TZVPD basis set.

Summary:
E_HOMO, eV: -11.6
Kohn-Sham gap, eV: 12.84
Structure (SMILES): CC.CC
Relative energy (zero: lowest compared OMol25 entry of this formula, charge and spin), eV: 0.127

```
! RIJCOSX wB97M-V def2-TZVPD def2/J DEFGRID3
* xyz 0 1
C 0.4691 1.2367 -1.6458
C -0.6931 1.7812 -0.8227
H 1.4442 1.4904 -1.2279
H 0.4178 0.1538 -1.7572
H 0.4794 1.6650 -2.6572
H -0.5091 1.7462 0.2443
H -0.8299 2.8553 -1.0206
H -1.6322 1.3322 -1.1301
C 0.1213 -2.1124 0.7395
C 0.0917 -0.9507 1.7547
H -0.8568 -2.5950 0.6823
H 0.4549 -1.7622 -0.2303
H 0.8236 -2.8866 1.0669
H 0.8376 -0.2044 1.4974
H -0.8786 -0.4484 1.7421
H 0.2600 -1.3012 2.7647
*
```


This record from OMol25 describes a cluster of 2 separate species, C4H12 in total in a non-equilibrium geometry. The level of theory is ωB97M-V with the def2-TZVPD basis set.

Summary:
E_HOMO, eV: -11.7
Kohn-Sham gap, eV: 12.78
Structure (SMILES): CC.CC
Relative energy (zero: lowest compared OMol25 entry of this formula, charge and spin), eV: 0.327

```
! RIJCOSX wB97M-V def2-TZVPD def2/J DEFGRID3
* xyz 0 1
C 2.3570 0.1959 -1.5026
C 2.3047 0.4245 0.0112
H 3.0568 -0.5343 -1.8963
H 1.3740 -0.1653 -1.8131
H 2.5688 1.0710 -2.1120
H 1.2838 0.4561 0.3710
H 2.7520 1.3860 0.2778
H 2.9527 -0.2908 0.5134
C -1.7999 -0.6702 1.1797
C -2.8881 0.0554 0.4198
H -1.9939 -0.6395 2.2499
H -1.7048 -1.7221 0.8823
H -0.8176 -0.2986 0.8993
H -2.5628 0.2329 -0.6129
H -3.7897 -0.5462 0.3099
H -3.0929 1.0451 0.8224
*
```


This record from OMol25 describes a cluster of 2 separate species, C4H12 in total in a non-equilibrium geometry. The level of theory is ωB97M-V with the def2-TZVPD basis set.

Summary:
E_HOMO, eV: -11.1
Kohn-Sham gap, eV: 12.26
Structure (SMILES): CC.CC
Relative energy (zero: lowest compared OMol25 entry of this formula, charge and spin), eV: 0.744

```
! RIJCOSX wB97M-V def2-TZVPD def2/J DEFGRID3
* xyz 0 1
C 2.6093 0.6139 -1.4745
C 1.4417 0.8157 -0.4523
H 3.5004 0.2075 -0.9952
H 2.3594 -0.2088 -2.1455
H 2.7598 1.5746 -1.9537
H 0.8974 -0.0751 -0.1982
H 0.8922 1.6673 -0.8303
H 1.8156 1.1260 0.5369
C -2.2703 -1.0535 1.5264
C -1.7782 -0.4276 0.2414
H -2.8122 -1.9920 1.4239
H -1.5578 -1.2298 2.3394
H -2.9740 -0.4493 2.1126
H -2.0011 0.6424 0.2637
H -2.1939 -0.8241 -0.6808
H -0.6883 -0.3872 0.2863
*
```


This record from OMol25 describes a cluster of 2 separate species, C4H12 in total in a non-equilibrium geometry. The level of theory is ωB97M-V with the def2-TZVPD basis set.

Summary:
E_HOMO, eV: -11.2
Kohn-Sham gap, eV: 12.32
Structure (SMILES): CC.CC
Relative energy (zero: lowest compared OMol25 entry of this formula, charge and spin), eV: 1.050

```
! RIJCOSX wB97M-V def2-TZVPD def2/J DEFGRID3
* xyz 0 1
C -2.4972 1.7448 -0.1947
C -2.0043 0.3426 -0.1650
H -1.6898 2.2796 -0.7227
H -3.2010 1.8612 -0.9680
H -2.7612 2.0829 0.7358
H -2.6568 -0.4977 0.0540
H -1.2897 0.4183 0.7055
H -1.4690 0.1403 -1.0974
C 2.3025 -1.8183 0.3157
C 2.0755 -0.2533 0.1814
H 1.4454 -2.4321 -0.1715
H 3.2329 -1.9037 -0.3197
H 2.5544 -2.1100 1.3330
H 3.0250 0.2910 0.0411
H 1.4395 -0.2792 -0.7320
H 1.4939 0.1337 1.0046
*
```


This record from OMol25 describes a cluster of 2 separate species, C4H12 in total in a non-equilibrium geometry. The level of theory is ωB97M-V with the def2-TZVPD basis set.

Summary:
E_HOMO, eV: -11.6
Kohn-Sham gap, eV: 12.73
Structure (SMILES): CC.CC
Relative energy (zero: lowest compared OMol25 entry of this formula, charge and spin), eV: 0.339

```
! RIJCOSX wB97M-V def2-TZVPD def2/J DEFGRID3
* xyz 0 1
C 0.3835 2.7541 -0.5732
C -0.3645 1.4242 -0.6204
H -0.2070 3.6696 -0.4779
H 1.1494 2.8493 0.1958
H 0.9164 2.9090 -1.5124
H -0.0763 0.8978 -1.5217
H -1.4437 1.5718 -0.7442
H -0.2535 0.8170 0.2666
C 0.0503 -2.2500 1.3748
C -0.0797 -1.9824 -0.1273
H -0.4570 -3.1710 1.6744
H 1.1010 -2.3282 1.6623
H -0.3747 -1.4692 2.0007
H -0.4996 -2.8366 -0.6560
H 0.8751 -1.7220 -0.5838
H -0.7196 -1.1334 -0.3576
*
```


This record from OMol25 describes a cluster of 2 separate species, C4H12 in total in a non-equilibrium geometry. The level of theory is ωB97M-V with the def2-TZVPD basis set.

Summary:
E_HOMO, eV: -11.5
Kohn-Sham gap, eV: 12.62
Structure (SMILES): CC.CC
Relative energy (zero: lowest compared OMol25 entry of this formula, charge and spin), eV: 1.086

```
! RIJCOSX wB97M-V def2-TZVPD def2/J DEFGRID3
* xyz 0 1
C 0.6750 1.8349 -0.4856
C -0.0001 2.2180 0.8062
H 0.0928 1.5014 -1.2501
H 1.3598 2.6394 -0.7021
H 1.4306 0.9975 -0.3840
H 0.7488 2.1490 1.6183
H -0.7368 1.5255 1.1623
H -0.3949 3.3037 0.6734
C -0.0279 -2.3471 0.5271
C -0.7570 -1.6669 -0.7657
H -0.0834 -3.4709 0.3917
H 0.9779 -2.2100 0.3248
H -0.4496 -1.9965 1.4286
H -1.9339 -1.7918 -0.9060
H -0.3525 -2.0540 -1.6719
H -0.5487 -0.6322 -0.7670
*
```


This record from OMol25 describes a cluster of 2 separate species, C4H12 in total. The level of theory is ωB97M-V with the def2-TZVPD basis set.

Summary:
E_HOMO, eV: -11.8
Kohn-Sham gap, eV: 12.93
Structure (SMILES): CC.CC
Relative energy (zero: lowest compared OMol25 entry of this formula, charge and spin), eV: 0.146

```
! RIJCOSX wB97M-V def2-TZVPD def2/J DEFGRID3
* xyz 0 1
C -0.1189 0.5775 2.5301
C 1.3147 0.2555 2.1131
H -0.2451 0.6207 3.6061
H -0.8465 -0.1596 2.2001
H -0.4282 1.5240 2.0940
H 1.9259 -0.0592 2.9578
H 1.3933 -0.5492 1.3866
H 1.8056 1.1325 1.7079
C 0.0268 -0.3666 -1.8867
C -1.2078 -0.4645 -2.7605
H 0.2786 0.6378 -1.5468
H 0.8840 -0.7726 -2.4141
H -0.0618 -0.9503 -0.9699
H -1.0013 -0.0260 -3.7393
H -1.4776 -1.5023 -2.9197
H -2.0662 0.0699 -2.3605
*
```


This record from OMol25 describes a cluster of 2 separate species, C4H12 in total in a non-equilibrium geometry. The level of theory is ωB97M-V with the def2-TZVPD basis set.

Summary:
E_HOMO, eV: -11.8
Kohn-Sham gap, eV: 12.80
Structure (SMILES): CC.CC
Relative energy (zero: lowest compared OMol25 entry of this formula, charge and spin), eV: 0.290

```
! RIJCOSX wB97M-V def2-TZVPD def2/J DEFGRID3
* xyz 0 1
C 2.7624 -1.4615 -1.4409
C 3.0000 0.0295 -1.1426
H 3.4277 -2.1525 -0.9639
H 1.7448 -1.7443 -1.2018
H 2.8593 -1.6699 -2.5040
H 2.1768 0.3872 -0.5418
H 3.1846 0.5454 -2.0718
H 3.8837 0.2390 -0.5433
C -2.6583 0.7095 2.0220
C -3.1348 0.7404 0.5520
H -2.5738 -0.3064 2.4033
H -1.6687 1.1575 2.0936
H -3.2954 1.3172 2.6615
H -2.3403 0.3706 -0.0915
H -3.3847 1.7671 0.3043
H -3.9832 0.0712 0.4650
*
```


This record from OMol25 describes a cluster of 2 separate species, C4H12 in total in a non-equilibrium geometry. The level of theory is ωB97M-V with the def2-TZVPD basis set.

Summary:
E_HOMO, eV: -11.6
Kohn-Sham gap, eV: 12.77
Structure (SMILES): CC.CC
Relative energy (zero: lowest compared OMol25 entry of this formula, charge and spin), eV: 0.406

```
! RIJCOSX wB97M-V def2-TZVPD def2/J DEFGRID3
* xyz 0 1
C -2.6641 0.0508 0.6696
C -1.6231 -0.8020 -0.0533
H -2.3308 0.3862 1.6514
H -3.0661 0.8671 0.0735
H -3.5684 -0.5291 0.8915
H -1.4212 -0.3367 -1.0202
H -1.9948 -1.8120 -0.2177
H -0.6435 -0.9377 0.4006
C 2.3359 0.5349 0.4532
C 1.9792 0.2051 -0.9793
H 1.7174 0.1592 1.2632
H 3.3577 0.1746 0.6004
H 2.3729 1.6177 0.5862
H 1.3221 0.9513 -1.4540
H 2.8010 0.1838 -1.6991
H 1.4258 -0.7132 -1.1660
*
```